# C36H33BCrN8PS

A structure of composition C36H33BCrN8PS in a non-equilibrium geometry (ωB97M-V/def2-TZVPD, OMol25).

Each line ends with the Löwdin charge.
Atoms and positions in Å:
Cr (-0.36761, -0.02786, -1.28903)  0.375
C (-4.17678, 1.41343, 0.55639)  -0.025
C (-2.72785, 1.01663, 0.45151)  -0.230
N (-2.14079, 0.97710, -0.68199)  -0.031
N (-2.90506, 1.44651, -1.74665)  0.000
C (-2.16639, 1.78760, -2.77779)  -0.861
N (-2.88239, 2.23424, -3.84529)  0.077
S (-0.45570, 1.68726, -2.97420)  0.726
C (-2.06265, 0.72612, 1.80129)  -0.148
C (-2.91472, 0.68856, 2.90405)  0.004
C (-2.43237, 0.62405, 4.19961)  -0.023
C (-1.07198, 0.61786, 4.40621)  -0.015
C (-0.26707, 0.61244, 3.28910)  -0.083
N (-0.74082, 0.64322, 2.04342)  -0.044
H (-4.30381, 2.30943, 1.16745)  0.097
H (-4.75147, 0.60454, 1.00818)  0.086
H (-4.57597, 1.60117, -0.42955)  0.063
H (-3.83881, 2.49710, -3.67704)  0.100
H (-2.38727, 2.69138, -4.58938)  0.081
H (-3.97764, 0.71985, 2.75883)  0.098
H (-3.12705, 0.59568, 5.02851)  0.118
H (-0.62600, 0.59004, 5.38944)  0.117
H (0.81015, 0.55244, 3.37207)  0.120
C (5.31779, 0.99344, 1.41961)  -0.089
C (4.82577, 0.01483, 0.56358)  -0.067
C (3.46100, -0.11176, 0.35880)  -0.098
C (2.56745, 0.77257, 0.96884)  -0.346
C (3.07178, 1.75365, 1.81462)  -0.097
C (4.43774, 1.85342, 2.05679)  -0.081
P (0.74338, 0.53163, 0.69751)  1.034
C (0.52066, 2.47794, 0.55750)  -0.291
C (1.34441, 3.05825, -0.40867)  -0.149
C (1.27732, 4.40283, -0.72928)  -0.076
C (0.37585, 5.23212, -0.07576)  -0.087
C (-0.43875, 4.69229, 0.90468)  -0.083
C (-0.36307, 3.33633, 1.21300)  -0.090
C (0.85998, -1.21545, 1.46695)  -0.264
C (1.72183, -1.68203, 2.41749)  -0.088
C (1.48074, -2.92642, 3.05562)  -0.070
C (0.35153, -3.63600, 2.76833)  -0.032
C (-0.56003, -3.17705, 1.77894)  -0.171
C (-1.75585, -3.86477, 1.47197)  -0.039
C (-2.59466, -3.35755, 0.52043)  -0.067
C (-2.24479, -2.20189, -0.21559)  -0.101
C (-1.06848, -1.52187, 0.00172)  -0.196
C (-0.25836, -1.99122, 1.07634)  -0.229
H (6.38297, 1.08285, 1.59128)  0.100
H (5.50447, -0.66149, 0.05924)  0.106
H (3.09040, -0.91106, -0.26811)  0.098
H (2.40025, 2.46888, 2.27663)  0.106
H (4.81085, 2.61568, 2.72908)  0.101
H (2.07489, 2.44465, -0.92367)  0.085
H (1.93065, 4.80480, -1.49337)  0.107
H (0.31629, 6.28465, -0.32075)  0.100
H (-1.13591, 5.32364, 1.44168)  0.100
H (-1.01137, 2.99007, 2.00436)  0.091
H (2.58675, -1.09987, 2.71853)  0.105
H (2.18160, -3.29203, 3.79577)  0.099
H (0.13801, -4.56511, 3.28464)  0.109
H (-1.99567, -4.78177, 1.99763)  0.107
H (-3.52185, -3.86980, 0.29025)  0.101
H (-2.91502, -1.88844, -1.00816)  0.096
B (0.77643, -3.10456, -2.20425)  -0.374
N (1.78522, -1.93394, -2.44059)  -0.050
C (2.96210, -1.97031, -3.07339)  -0.078
C (3.44048, -0.67786, -3.20850)  -0.051
C (2.45407, 0.10562, -2.61789)  -0.186
N (1.46923, -0.65782, -2.14679)  -0.066
N (-0.56660, -2.66170, -2.87452)  -0.046
C (-1.33041, -3.38554, -3.69573)  -0.080
C (-2.40510, -2.61596, -4.10442)  -0.051
C (-2.20444, -1.39425, -3.46900)  -0.151
N (-1.09462, -1.42732, -2.72920)  -0.051
H (1.19061, -4.06850, -2.80658)  0.074
H (0.62954, -3.31813, -1.02999)  0.074
H (3.36373, -2.91659, -3.39389)  0.120
H (4.35393, -0.35272, -3.67369)  0.094
H (2.40054, 1.17826, -2.52097)  0.086
H (-1.04152, -4.39295, -3.94289)  0.119
H (-3.19911, -2.89101, -4.77570)  0.090
H (-2.80457, -0.50245, -3.51562)  0.089

Summary:
frontier orbital gap (alpha / beta) = 6.62 / 6.59 eV
net charge = 0
calculated total energy = -3638.51180 Eh
LUMO energy (alpha / beta) = -0.8 / -0.8 eV
spin multiplicity = 2
energy relative to the best compared isomer or geometry (same formula, charge and spin) = 3.720 eV
highest occupied orbital energy (alpha / beta) = -7.405 / -7.381 eV

=====

# C21H35N4O2PtS3

A structure of composition C21H35N4O2PtS3 in a non-equilibrium geometry (ωB97M-V/def2-TZVPD, OMol25).

Each line ends with the Löwdin charge.
Atoms and positions in Å:
Pt (1.23933, 2.08187, -0.03206)  0.658
C (-3.87708, 1.55659, 3.09445)  -0.067
C (-2.62874, 1.27249, 3.90736)  -0.197
N (-1.47750, 2.06931, 3.44218)  -0.119
C (-1.22379, 3.32071, 4.17443)  -0.243
C (-0.29463, 3.13187, 5.35908)  -0.073
C (-0.69627, 1.62903, 2.46387)  -0.663
S (0.70809, 2.56520, 2.10025)  0.686
N (-1.07360, 0.46154, 1.90039)  0.128
C (-0.70403, -0.00574, 0.74667)  -0.418
O (-0.05935, 0.55813, -0.21424)  -0.247
C (-1.13944, -1.40852, 0.44069)  -0.139
C (-0.47980, -2.14805, -0.53820)  -0.044
C (-0.90726, -3.42905, -0.85471)  -0.078
C (-2.00957, -3.97062, -0.20414)  -0.068
C (-2.66800, -3.23899, 0.77342)  -0.060
C (-2.23072, -1.96253, 1.09986)  -0.015
H (-4.71320, 0.96036, 3.46224)  0.081
H (-3.71270, 1.30724, 2.04549)  0.068
H (-4.16361, 2.60780, 3.15852)  0.078
H (-2.36046, 0.22095, 3.85601)  0.109
H (-2.77472, 1.53115, 4.95571)  0.120
H (-2.19857, 3.67364, 4.51177)  0.122
H (-0.84107, 4.05933, 3.47300)  0.085
H (-0.69731, 2.39923, 6.06058)  0.078
H (-0.17860, 4.07757, 5.88900)  0.085
H (0.69215, 2.79568, 5.04219)  0.059
H (0.37705, -1.71993, -1.03983)  0.096
H (-0.38639, -4.00625, -1.60833)  0.101
H (-2.35418, -4.96426, -0.45961)  0.110
H (-3.52369, -3.66160, 1.28301)  0.110
H (-2.73440, -1.38224, 1.86194)  0.105
O (3.39192, 2.04301, 0.06528)  -0.722
S (4.26886, 0.97462, -0.60625)  0.985
C (5.39122, 0.46004, 0.70188)  -0.302
C (5.28320, -1.06007, 0.79964)  -0.220
C (3.79191, -1.35600, 0.66144)  -0.213
C (3.34339, -0.57299, -0.57218)  -0.334
H (4.99644, 0.96293, 1.58699)  0.107
H (6.38582, 0.84039, 0.47970)  0.096
H (5.70770, -1.42266, 1.73446)  0.122
H (5.83657, -1.53203, -0.01566)  0.119
H (3.25238, -0.99582, 1.54022)  0.123
H (3.58321, -2.42013, 0.55781)  0.120
H (2.29611, -0.27155, -0.57639)  0.041
H (3.57155, -1.10018, -1.50142)  0.094
C (-2.94277, 0.26075, -4.07327)  -0.065
C (-1.92125, 0.10544, -2.96421)  -0.213
N (-0.91167, 1.17842, -2.95368)  0.037
C (0.40454, 1.09128, -3.05185)  -0.742
S (1.37589, 2.40775, -2.39407)  0.609
N (1.02994, 0.08846, -3.65872)  0.038
C (0.51869, -0.85939, -4.66360)  -0.201
C (0.58968, -2.30653, -4.22230)  -0.065
H (-3.68131, -0.53923, -4.01333)  0.086
H (-2.48471, 0.22960, -5.06281)  0.071
H (-3.47248, 1.21042, -3.98679)  0.083
H (-1.40509, -0.84928, -3.00223)  0.090
H (-2.40880, 0.14305, -1.98898)  0.124
H (-1.20251, 2.05712, -2.54871)  0.129
H (2.03384, 0.16779, -3.58858)  0.119
H (1.12364, -0.70727, -5.55783)  0.129
H (-0.49316, -0.56707, -4.92392)  0.095
H (1.59363, -2.55847, -3.87195)  0.082
H (0.35804, -2.96258, -5.06176)  0.088
H (-0.11232, -2.52173, -3.41790)  0.041

Summary:
frontier orbital gap = 7.35 eV
net charge = +1
calculated total energy = -2504.40492 Eh
LUMO energy = -3.2 eV
spin multiplicity = 1
energy relative to the best compared isomer or geometry (same formula, charge and spin) = 1.089 eV
highest occupied orbital energy = -10.526 eV

=====

# C23H35FO14P2

A cluster of 3 separate species, C23H35FO14P2 in total in a non-equilibrium geometry (ωB97M-V/def2-TZVPD, OMol25).

Each line ends with the Löwdin charge.
Atoms and positions in Å:
C (2.60625, 4.52344, -3.14314)  -0.014
C (0.98874, 4.72357, -2.82542)  -0.256
O (0.69088, 5.46566, -1.74738)  -0.010
O (-0.09081, 4.08344, -3.63847)  -0.018
C (-0.16683, 2.63180, -3.34364)  -0.211
O (0.49282, 1.75607, -4.13628)  0.017
C (-1.07738, 2.01300, -2.09765)  -0.024
C (-0.43835, 0.55616, -1.70666)  -0.041
C (0.87661, 0.34042, -0.99746)  -0.022
C (1.75731, 1.65939, -0.51251)  -0.115
C (1.53552, 1.76593, 1.12297)  -0.141
C (0.29505, 2.73777, 1.57382)  -0.102
F (0.81771, 3.82312, 2.48075)  -0.154
C (1.36879, -1.23717, -0.73996)  -0.132
O (2.62845, -1.61565, -0.96934)  -0.008
C (0.15009, -2.26394, -0.23915)  -0.053
C (0.32720, -3.45446, 0.87124)  -0.147
C (0.74829, -2.95930, 2.37405)  -0.373
C (-0.20943, -1.76609, 2.99817)  -0.101
C (2.33625, -2.54790, 2.54555)  -0.109
C (-1.17689, -2.03387, -0.93997)  -0.302
P (-2.77828, -3.01690, -0.60068)  0.842
P (-4.12690, -1.60128, 0.36599)  0.511
O (-3.83542, -1.55836, 1.92216)  -0.436
O (-5.84111, -1.91305, 0.05050)  -0.267
O (-3.81765, -0.00392, -0.30387)  -0.284
C (-1.27748, -0.83570, -2.10314)  -0.205
O (-1.93014, -0.97162, -3.26223)  -0.029
H (3.21271, 5.46918, -2.78120)  0.106
H (2.79102, 4.33985, -4.29520)  0.103
H (3.07824, 3.59744, -2.58122)  0.090
H (-1.18219, 2.76865, -1.21053)  0.115
H (-2.15292, 1.83915, -2.55123)  0.147
H (2.91855, 1.54960, -0.73518)  0.136
H (1.39972, 2.66558, -0.99131)  0.089
H (2.48540, 2.10073, 1.71787)  0.131
H (1.29046, 0.65347, 1.47903)  0.094
H (-0.54149, 2.18610, 2.21968)  0.132
H (-0.26092, 3.27760, 0.69679)  0.104
H (-0.63706, -4.13615, 0.98780)  0.104
H (1.17700, -4.17871, 0.45415)  0.139
H (0.58525, -3.89946, 3.09195)  0.139
H (0.23955, -0.67753, 2.84823)  0.065
H (-0.19579, -1.93785, 4.17950)  0.094
H (-1.33631, -1.83638, 2.67503)  0.065
H (2.82765, -2.08941, 1.58811)  0.064
H (2.55572, -1.81541, 3.43285)  0.085
H (2.91188, -3.57340, 2.74658)  0.091
H (-3.33928, -3.28573, -1.90707)  -0.053
H (-6.34238, -1.06075, 0.30799)  0.097
H (-3.63175, 0.65370, 0.43078)  0.082
C (6.62111, 6.49311, 4.36465)  -0.055
O (5.33367, 6.71208, 4.93786)  -0.012
C (4.33281, 6.01206, 4.34654)  -0.559
O (4.45364, 5.24549, 3.40382)  0.104
O (3.17428, 6.31279, 4.98589)  -0.010
C (2.02675, 5.64353, 4.46666)  -0.063
H (7.34402, 7.10190, 4.91473)  0.093
H (6.91266, 5.44217, 4.46027)  0.098
H (6.63499, 6.80611, 3.31565)  0.098
H (2.13462, 4.55864, 4.56647)  0.091
H (1.85694, 5.92258, 3.42184)  0.091
H (1.15845, 5.95795, 5.05211)  0.096
C (-5.72206, -7.92780, -2.42971)  -0.052
O (-5.06751, -6.74305, -2.87912)  -0.016
C (-4.22263, -6.93394, -3.92369)  -0.562
O (-3.99597, -7.99833, -4.47747)  0.110
O (-3.67365, -5.73536, -4.24528)  -0.023
C (-2.75635, -5.78395, -5.33639)  -0.050
H (-6.37218, -7.65808, -1.59281)  0.094
H (-6.34325, -8.35130, -3.22557)  0.099
H (-4.99125, -8.66186, -2.07523)  0.099
H (-3.25903, -6.12165, -6.24846)  0.099
H (-1.90703, -6.43221, -5.09812)  0.099
H (-2.37939, -4.77173, -5.50630)  0.095

Summary:
structure (SMILES) = CC(=O)OC(=O)CC1=C(CCCF)C(=O)C(CC(C)C)=C(PP(=O)(O)O)C1=O.COC(=O)OC.COC(=O)OC
frontier orbital gap = 7.89 eV
net charge = 0
calculated total energy = -2732.92962 Eh
LUMO energy = -1.9 eV
spin multiplicity = 1
highest occupied orbital energy = -9.833 eV

=====

# C18H16N6O

An isolated molecule of C18H16N6O in a non-equilibrium geometry (ωB97M-V/def2-TZVPD, OMol25).

Each line ends with the Löwdin charge.
Atoms and positions in Å:
C (6.44226, 1.01618, 0.17848)  -0.012
N (5.30861, 0.24767, -0.24371)  -0.139
C (4.01713, 0.46393, 0.06617)  -0.248
N (3.50433, 1.43247, 0.83238)  0.143
C (2.19966, 1.35995, 0.94643)  -0.206
N (1.37370, 0.46632, 0.41132)  0.142
C (1.87897, -0.50127, -0.34644)  -0.256
N (1.00197, -1.36611, -0.93930)  0.078
N (-0.29485, -1.42926, -0.43025)  0.078
C (-0.50119, -2.05812, 0.76581)  -0.470
O (0.32802, -2.79328, 1.24959)  0.079
C (-1.86382, -1.81999, 1.40036)  -0.048
C (-2.89279, -1.16825, 0.52465)  -0.189
C (-3.87472, -1.94070, -0.04350)  -0.030
C (-4.87258, -1.38152, -0.85294)  -0.069
C (-4.88891, -0.03715, -1.08916)  -0.034
C (-3.89874, 0.79940, -0.53336)  -0.162
C (-3.89822, 2.18901, -0.77674)  -0.034
C (-2.92880, 2.99447, -0.25031)  -0.077
C (-1.91433, 2.44024, 0.54325)  -0.070
C (-1.88826, 1.09845, 0.80495)  -0.041
C (-2.87804, 0.23485, 0.28039)  -0.131
H (-1.08482, 0.70004, 1.40441)  0.093
H (-1.14583, 3.08152, 0.94775)  0.102
H (-2.93536, 4.05719, -0.44268)  0.103
H (-4.68316, 2.60293, -1.39363)  0.111
H (-5.65774, 0.40727, -1.70441)  0.111
H (-5.62888, -2.02367, -1.27916)  0.104
H (-3.88710, -3.00548, 0.14037)  0.115
H (-1.67937, -1.22203, 2.29688)  0.132
H (-2.22247, -2.79444, 1.73907)  0.129
H (-0.87818, -0.64233, -0.68520)  0.128
H (1.37486, -2.26487, -1.22116)  0.153
C (3.26486, -0.55365, -0.57641)  -0.070
C (4.24365, -1.32212, -1.24669)  -0.084
N (5.43799, -0.82779, -1.03500)  0.092
H (4.11905, -2.19234, -1.85961)  0.105
H (1.72867, 2.11877, 1.55735)  0.107
H (7.14600, 0.37896, 0.71558)  0.090
H (6.94811, 1.44715, -0.68693)  0.090
H (6.08030, 1.80758, 0.83141)  0.084

Summary:
structure (SMILES) = Cn1ncc2c(NNC(=O)Cc3cccc4ccccc34)ncnc21
frontier orbital gap = 8.72 eV
net charge = 0
calculated total energy = -1099.32727 Eh
LUMO energy = 0.3 eV
spin multiplicity = 1
energy relative to the best compared isomer or geometry (same formula, charge and spin) = 0.788 eV
highest occupied orbital energy = -8.380 eV

=====

# C5H6N4S

A cluster of 2 separate species, C5H6N4S in total in a non-equilibrium geometry (ωB97M-V/def2-TZVPD, OMol25).

Each line ends with the Löwdin charge.
Atoms and positions in Å:
C (3.38555, 0.04138, -0.58437)  -0.941
C (0.50496, 0.82466, 0.34126)  0.118
C (0.09428, -0.49585, 0.22134)  -0.322
C (-0.35755, 1.68158, -0.34014)  -0.412
C (0.81547, -1.68945, 0.70512)  -0.038
N (3.21509, -0.78290, -1.36698)  0.063
N (-1.35624, 0.90181, -0.63275)  0.056
N (-1.11591, -0.38439, -0.38851)  0.015
N (-0.24442, 3.07613, -0.49019)  0.137
S (3.42172, 1.14285, 0.61640)  0.674
H (1.76156, -1.89139, 0.24079)  0.035
H (1.07541, -1.39146, 1.79507)  0.128
H (0.35071, -2.63603, 0.39908)  0.088
H (-1.86398, -1.14050, -0.71496)  0.233
H (0.51062, 3.41000, -0.04105)  0.031
H (-1.12430, 3.54903, -0.82801)  0.136

Summary:
frontier orbital gap (alpha / beta) = 6.51 / 6.52 eV
net charge = 0
calculated total energy = -811.14509 Eh
LUMO energy (alpha / beta) = -2.6 / -2.6 eV
spin multiplicity = 1
energy relative to the best compared isomer or geometry (same formula, charge and spin) = 4.587 eV
highest occupied orbital energy (alpha / beta) = -9.152 / -9.152 eV